[1]
Below is the ion C3H8N3S with charge +1 in a non-equilibrium geometry, with properties calculated with wB97M-V/def2-TZVPD.

```
15
C3H8N3S, DFT wB97M-V/def2-TZVPD
C 1.06 0.92 0.07
C 0.58 -1.37 -0.30
C -1.28 0.12 0.00
N 2.07 -1.22 -0.55
N 0.18 -0.03 -0.23
N 0.69 2.14 0.30
S 2.71 0.21 0.16
H 0.23 -2.00 -1.10
H 0.29 -1.78 0.71
H -1.56 -0.87 0.41
H -1.52 0.87 0.78
H -1.67 0.24 -0.99
H 2.59 -2.05 -0.31
H -0.29 2.37 0.19
H 1.32 3.02 0.45
```

As for the lowest unoccupied orbital energy: -3.55 eV. The calculation puts the highest occupied orbital energy at -0.47372 hartree. As for the frontier orbital gap: 9.34 eV. The total charge is +1.

[2]
Below is a structure of composition C5H9NO3S in a non-equilibrium geometry, with properties calculated with wB97M-V/def2-TZVPD.

```
19
C5H9NO3S, DFT wB97M-V/def2-TZVPD
C -0.53 -0.81 0.04
C -0.45 0.74 0.03
C -1.20 1.36 -1.29
C -1.08 1.33 1.31
C 1.40 -2.44 0.06
N 0.84 -1.10 -0.03
O -1.44 -1.57 0.18
O 2.17 0.81 0.99
O 1.84 0.70 -1.44
S 1.36 0.49 -0.13
H -1.22 2.49 -1.16
H -2.10 0.84 -1.22
H -0.70 1.16 -2.29
H -1.50 2.39 1.25
H -0.32 1.19 2.06
H -2.00 0.68 1.53
H 0.70 -3.18 0.31
H 1.91 -2.71 -0.92
H 2.33 -2.36 0.75
```

As for the lowest unoccupied orbital energy: 0.61 eV. The calculation puts the highest occupied orbital energy at -0.37709 hartree. As for the frontier orbital gap: 10.87 eV.

[3]
Below is the molecule C3H6N2O in a non-equilibrium geometry, with properties calculated with wB97M-V/def2-TZVPD.

```
12
C3H6N2O, DFT wB97M-V/def2-TZVPD
C 0.08 0.35 0.12
C -0.45 -3.09 -0.60
C -0.75 1.56 0.52
N -0.47 -0.78 -0.14
N 0.26 -1.92 -0.46
O -1.65 -3.25 -0.46
H 1.14 0.54 -0.22
H 0.27 -3.75 -1.02
H -0.54 2.28 -0.39
H -0.31 1.95 1.51
H -1.78 1.34 0.38
H 1.24 -1.98 -0.95
```

As for the lowest unoccupied orbital energy: 0.80 eV. The calculation puts the highest occupied orbital energy at -0.34720 hartree. As for the structure (SMILES): C/C=N/NC=O. As for the frontier orbital gap: 10.25 eV.

[4]
Below is a structure of composition C12H20ClI2OOsP2 in a non-equilibrium geometry, with properties calculated with wB97M-V/def2-TZVPD.

```
39
C12H20ClI2OOsP2, DFT wB97M-V/def2-TZVPD
I -2.90 1.23 -2.89
I -1.92 2.54 0.42
Os -0.71 0.75 -1.08
P 0.58 2.58 -1.77
C 0.03 3.97 -2.90
C 1.33 3.52 -0.36
H 2.64 1.33 -2.13
H 2.69 2.95 -2.97
H 1.73 1.57 -3.68
C 2.07 2.05 -2.75
H 1.78 2.78 0.33
H 2.14 4.16 -0.76
H 0.88 4.50 -3.34
H -0.58 4.75 -2.43
H 0.57 4.11 0.18
H -0.56 3.58 -3.74
C -0.63 -0.46 -2.49
O -0.69 -1.13 -3.46
Cl 1.51 -0.15 -0.44
C -2.77 -1.47 0.72
P -1.14 -0.64 0.93
C -1.05 0.22 2.54
C -0.24 -2.24 1.51
C -0.23 -2.71 2.84
C 0.64 -3.76 3.23
C 1.39 -4.44 2.28
C 1.22 -4.10 0.91
C 0.45 -2.98 0.53
H -3.56 -0.79 0.38
H -2.96 -1.90 1.71
H -2.67 -2.27 -0.03
H -0.45 -0.33 3.28
H -0.62 1.22 2.45
H -2.07 0.27 2.93
H -0.94 -2.34 3.56
H 0.81 -3.92 4.30
H 2.17 -5.14 2.57
H 1.77 -4.64 0.14
H 0.28 -2.66 -0.52
```

As for the expectation value of S²: 6.039. As for the lowest unoccupied orbital energy (alpha / beta): -11.24 / -13.69 eV. Its spin multiplicity is 5. The calculation puts the highest occupied orbital energy (alpha / beta) at -0.69179 / -0.70398 hartree. As for the frontier orbital gap (alpha / beta): 7.58 / 5.47 eV. The total charge is +3.

What E values result from the calculations? In sequence: -681.28820; -874.53701; -302.58936; -2372.32143 Eh.